Density functional theory data (ωB97M-V/def2-TZVPD) for 2 unconnected molecules or ions with the total composition C7H11N2O2 at a distorted geometry.

Positions of all 22 atoms, in Å:
C (-0.49145, -2.60895, 1.23266)
C (0.97501, -2.04910, 1.27587)
C (-1.44177, -1.74855, 0.40772)
O (-2.04343, -0.80417, 0.96742)
O (-1.49218, -2.07737, -0.80209)
H (-0.39107, -3.62926, 0.86464)
H (-0.77775, -2.65924, 2.28575)
H (1.56136, -2.52717, 0.48855)
H (1.32028, -2.15071, 2.29480)
H (0.98588, -1.01416, 0.92004)
C (1.39439, 1.83914, -2.24276)
C (-0.65262, 1.05713, -0.85733)
C (0.42828, 1.87371, -1.11498)
C (-0.46602, 2.59891, 0.69474)
N (-1.10113, 1.47447, 0.33859)
N (0.51693, 2.84439, -0.16510)
H (-0.92094, 0.08726, -1.24891)
H (-1.87146, 0.99185, 0.81235)
H (2.33742, 2.31335, -1.98725)
H (0.97069, 2.31524, -3.13343)
H (-0.43241, 2.99760, 1.69003)
H (1.59199, 0.87561, -2.72133)

Properties
Charge = -1
E_LUMO = 3.8841 eV
Energy relative to the best compared isomer or geometry (same formula, charge and spin) = 59.4 kJ/mol
Maximum force = 0.0439 Eh/bohr
Gap between HOMO and LUMO = 8.5 eV
E_HOMO = -4.7 eV